Record 1
Below is C4H4Cl2FeN2O3RhS as an isolated structure, with properties calculated with ωB97M-V/def2-TZVPD.

Structure (XYZ):
```
18
Properties=species:S:1:pos:R:3:mulliken_charge:R:1
Rh 0.22 0.33 -5.69 0.47
Fe 0.12 -0.14 0.51 0.41
Cl -0.30 2.05 -4.28 0.40
Cl 1.13 -0.41 -1.42 -0.21
C -0.75 -1.46 1.79 0.60
C -0.25 1.23 -7.23 0.45
C 0.63 -1.02 -6.81 0.59
O -1.24 -2.42 2.25 -0.07
O -0.50 1.74 -8.24 0.02
O 0.88 -1.84 -7.60 0.02
N 0.73 -0.67 4.45 -0.30
C 0.00 0.41 4.13 0.87
N -0.63 0.96 5.20 -0.29
S -0.09 1.13 2.59 0.00
H 0.62 -1.12 5.37 0.27
H 1.24 -1.11 3.69 0.25
H -1.15 1.83 5.17 0.26
H -0.64 0.49 6.10 0.25
```

Results
Total charge: +4
E_tot: -86556.606 eV
2S+1: 10

Record 2
Below is a 2-piece molecular cluster, C14H16 overall, with properties calculated with ωB97M-V/def2-TZVPD.

Structure (XYZ):
```
30
Properties=species:S:1:pos:R:3:mulliken_charge:R:1
C 2.10 -2.61 0.64 -1.62
C 0.75 -2.12 0.21 0.45
C -0.14 -1.66 1.17 -0.14
C -1.44 -1.26 0.85 -0.73
C -1.80 -1.13 -0.48 -0.18
C -0.90 -1.54 -1.46 -0.68
C 0.36 -2.01 -1.12 -0.13
H 2.83 -2.57 -0.17 0.37
H 2.01 -3.67 0.90 0.41
H 2.53 -2.07 1.48 0.36
H 0.08 -1.75 2.23 0.36
H -2.11 -0.89 1.62 0.38
H -2.78 -0.80 -0.79 0.44
H -1.21 -1.54 -2.50 0.38
H 1.06 -2.20 -1.92 0.34
C 2.07 1.56 0.28 -1.41
C 0.60 1.81 0.07 0.78
C -0.26 2.05 1.14 -0.43
C -1.63 2.07 0.93 -0.51
C -2.10 2.13 -0.38 -0.40
C -1.23 2.06 -1.46 -0.62
C 0.10 1.76 -1.23 -0.34
H 2.76 2.24 -0.20 0.38
H 2.23 0.52 0.00 0.22
H 2.34 1.53 1.33 0.35
H 0.12 2.10 2.15 0.34
H -2.31 2.07 1.76 0.45
H -3.17 2.07 -0.54 0.41
H -1.62 2.19 -2.46 0.37
H 0.77 1.63 -2.07 0.40
```

Results
E_tot: -14777.410 eV
Structure (SMILES): Cc1ccccc1.Cc1ccccc1